{
  "formula": "C48H52F9N3O2P",
  "method": "wB97M-V/def2-TZVPD",
  "elements": ["C", "C", "N", "C", "C", "C", "C", "C", "C", "N", "P", "O", "O", "N", "C", "C", "C", "C", "F", "F", "F", "H", "H", "H", "H", "H", "H", "H", "H", "H", "H", "H", "H", "H", "H", "H", "H", "H", "H", "H", "H", "H", "H", "F", "C", "C", "C", "C", "C", "C", "H", "H", "H", "H", "H", "F", "C", "C", "C", "C", "C", "C", "H", "H", "H", "H", "H", "F", "C", "C", "C", "C", "C", "C", "H", "H", "H", "H", "H", "F", "C", "C", "C", "C", "C", "C", "H", "H", "H", "H", "H", "F", "C", "C", "C", "C", "C", "C", "H", "H", "H", "H", "H", "F", "C", "C", "C", "C", "C", "C", "H", "H", "H", "H", "H"],
  "positions_angstrom": [[0.829889, -4.057014, -0.700011], [0.648558, -2.932009, -1.069550], [0.581546, -1.592673, -1.377119], [1.001846, -1.264672, -2.778495], [1.689229, 0.118768, -2.795989], [3.220000, 0.034729, -2.903610], [3.894926, 1.182812, -2.117344], [4.489451, 0.683793, -0.788887], [-0.691130, -1.100101, -1.013889], [-1.825160, -1.528136, -1.686025], [-2.401653, -0.494137, -2.999544], [-2.261037, -1.562655, -4.194928], [-4.015936, -0.507260, -2.796365], [-0.724177, -0.280633, -0.009921], [0.498728, 0.108483, 0.723439], [-1.971117, 0.320822, 0.474837], [-2.099178, 1.736516, -0.119917], [-3.470143, 2.351568, 0.101271], [-3.749198, 3.214091, -0.891717], [-3.523599, 3.017450, 1.260531], [-4.446440, 1.412781, 0.114420], [0.993173, -5.054289, -0.366880], [0.173905, -1.315433, -3.487668], [1.700497, -2.045265, -3.066520], [1.267379, 0.714105, -3.606415], [1.415766, 0.614345, -1.862153], [3.583653, -0.935794, -2.568752], [3.473125, 0.157926, -3.958555], [3.161104, 1.953058, -1.901851], [4.687531, 1.619715, -2.722540], [5.527147, 0.373488, -0.903244], [4.459644, 1.470618, -0.033432], [3.924776, -0.163511, -0.389206], [-2.567387, -1.810409, -1.050936], [-2.650269, -1.223311, -5.017118], [-4.291122, 0.163704, -2.153783], [0.194696, 0.423258, 1.720245], [1.165309, -0.737879, 0.846098], [0.987697, 0.956038, 0.250003], [-1.911299, 0.418819, 1.557298], [-2.822991, -0.315134, 0.260937], [-1.367669, 2.365485, 0.387403], [-1.841314, 1.730982, -1.178355], [-3.035831, 0.388575, -7.711608], [-4.344434, 0.048704, -7.689836], [-5.034544, 0.161562, -6.501150], [-6.376723, -0.189389, -6.466937], [-7.002607, -0.648609, -7.616841], [-6.285781, -0.755602, -8.802265], [-4.944734, -0.402875, -8.846684], [-4.521461, 0.523429, -5.617958], [-6.932241, -0.102238, -5.542842], [-8.048270, -0.923059, -7.590134], [-6.772284, -1.116889, -9.697915], [-4.370417, -0.473742, -9.760426], [2.706306, -2.081726, 1.872992], [3.898720, -2.493447, 2.381912], [4.307578, -3.789118, 2.150051], [5.527547, -4.201944, 2.667304], [6.308130, -3.323020, 3.406159], [5.869820, -2.024358, 3.626420], [4.655071, -1.598384, 3.108000], [3.680919, -4.458910, 1.576291], [5.868589, -5.213703, 2.492953], [7.255236, -3.649323, 3.811149], [6.474794, -1.339405, 4.204780], [4.298183, -0.588388, 3.261940], [8.972234, -4.496805, 5.148972], [9.169975, -5.833687, 5.104628], [9.288233, -6.447702, 3.874366], [9.492791, -7.819608, 3.832451], [9.568491, -8.551120, 5.009695], [9.443215, -7.909383, 6.234447], [9.245416, -6.537247, 6.288761], [9.223287, -5.857867, 2.969200], [9.595239, -8.317031, 2.877390], [9.726495, -9.620459, 4.972351], [9.499652, -8.478050, 7.152712], [9.152058, -6.016037, 7.231990], [-0.944375, 2.465513, 2.740133], [-1.424042, 2.567049, 4.016877], [-2.776552, 2.756696, 4.211245], [-3.243671, 2.843481, 5.516649], [-2.364950, 2.751441, 6.586696], [-1.008560, 2.566019, 6.357480], [-0.528352, 2.468005, 5.059776], [-3.451956, 2.834433, 3.373760], [-4.300741, 2.986033, 5.695720], [-2.737410, 2.825107, 7.599205], [-0.320900, 2.498054, 7.189211], [0.523942, 2.317919, 4.856910], [-10.915532, 3.145516, 1.850308], [-10.006753, 2.618231, 1.013358], [-8.665267, 2.820624, 1.270706], [-7.730700, 2.271140, 0.405524], [-8.145009, 1.539706, -0.699457], [-9.499556, 1.352281, -0.939385], [-10.442472, 1.890894, -0.076863], [-8.366215, 3.399523, 2.134120], [-6.677004, 2.416089, 0.595745], [-7.412996, 1.115169, -1.375099], [-9.825249, 0.785674, -1.801328], [-11.502451, 1.752413, -0.240897], [3.706055, 3.914421, -0.769250], [2.738285, 4.834411, -0.965387], [3.079038, 6.170437, -1.005373], [2.076403, 7.107007, -1.210715], [0.757323, 6.701184, -1.365893], [0.438358, 5.351874, -1.319781], [1.434537, 4.405849, -1.121330], [4.111501, 6.465985, -0.876837], [2.327069, 8.158167, -1.250102], [-0.019711, 7.436613, -1.523587], [-0.589598, 5.034364, -1.439497], [1.210100, 3.346494, -1.090729]],
  "forces_ev_per_a": [[-0.1, 0.1, 0.0], [0.3, 0.2, 0.3], [-0.3, -0.6, -0.8], [0.4, 0.7, 0.0], [-0.3, -0.7, 0.1], [-0.2, 1.0, -0.3], [0.2, -0.9, 0.2], [-0.2, 0.3, 0.1], [0.0, -0.1, 0.3], [-0.1, 0.2, 0.3], [0.5, 0.6, -0.6], [-0.4, 0.0, 0.1], [0.2, -0.4, 0.5], [0.0, -0.2, 0.2], [-0.1, 0.0, 0.7], [-0.2, 0.6, 0.1], [0.3, -0.4, 0.3], [0.5, 0.2, -0.4], [-0.1, -0.2, 0.3], [-0.3, -0.1, -0.3], [0.0, 0.1, -0.1], [-0.1, 0.0, -0.1], [-0.2, -0.1, 0.2], [0.0, -0.1, 0.0], [0.1, 0.1, 0.0], [0.0, 0.1, 0.0], [0.0, 0.0, 0.0], [0.1, -0.3, 0.0], [0.0, 0.1, -0.2], [-0.1, 0.2, 0.1], [0.0, -0.1, 0.0], [0.1, 0.0, 0.0], [0.0, 0.0, 0.0], [-0.1, -0.1, -0.2], [0.1, -0.1, -0.1], [-0.2, 0.1, -0.2], [-0.1, 0.0, -0.1], [0.1, 0.1, -0.3], [0.1, -0.1, -0.2], [0.1, -0.2, 0.0], [0.0, 0.0, -0.2], [-0.1, 0.2, -0.1], [-0.3, 0.0, -0.1], [0.0, 0.0, 0.0], [-0.1, 0.0, 0.0], [0.1, 0.0, 0.2], [0.0, 0.0, -0.1], [0.0, 0.0, 0.0], [0.0, 0.0, 0.1], [0.1, 0.0, -0.1], [0.0, 0.1, 0.0], [0.0, 0.0, 0.0], [0.0, 0.0, 0.0], [0.0, 0.0, 0.0], [0.0, 0.0, 0.0], [-0.1, 0.0, 0.0], [0.2, -0.1, 0.1], [-0.1, -0.1, -0.1], [0.0, 0.1, 0.0], [0.0, 0.0, 0.0], [0.0, -0.1, 0.0], [-0.1, 0.2, 0.0], [0.0, 0.0, 0.0], [0.0, 0.0, 0.0], [0.0, 0.0, 0.0], [0.0, 0.0, 0.0], [0.0, 0.0, 0.0], [0.0, 0.0, 0.0], [0.0, -0.2, 0.0], [0.0, 0.1, -0.1], [0.0, 0.0, 0.1], [0.0, 0.0, 0.0], [0.0, 0.0, -0.1], [0.0, 0.1, 0.1], [0.0, 0.0, 0.0], [0.0, 0.0, 0.0], [0.0, 0.0, 0.0], [0.0, 0.0, 0.0], [0.0, 0.0, 0.0], [0.0, -0.1, 0.0], [-0.1, 0.0, 0.2], [-0.1, 0.0, 0.0], [0.1, 0.0, 0.0], [0.0, 0.0, 0.0], [-0.1, 0.0, 0.0], [0.2, 0.0, -0.1], [0.1, 0.0, 0.1], [0.0, 0.0, 0.0], [0.0, 0.0, 0.0], [0.0, 0.0, 0.0], [0.0, 0.0, 0.0], [0.0, 0.0, 0.0], [0.1, -0.1, -0.1], [0.1, 0.1, 0.1], [-0.1, 0.0, -0.1], [0.1, 0.0, 0.0], [0.1, 0.0, 0.0], [-0.1, 0.0, 0.0], [0.0, 0.0, 0.0], [0.0, 0.0, 0.0], [0.0, 0.0, 0.0], [0.0, 0.0, 0.0], [0.0, 0.0, 0.0], [0.0, 0.1, 0.1], [-0.1, 0.1, 0.0], [0.1, 0.1, 0.0], [-0.1, -0.1, 0.0], [0.0, 0.0, 0.0], [0.1, 0.0, 0.0], [0.0, -0.1, 0.0], [0.0, 0.0, 0.0], [0.0, 0.0, 0.0], [0.0, 0.0, 0.0], [0.0, 0.0, 0.0], [0.0, 0.0, 0.0]],
  "mulliken_charge": [-0.2255, -0.5094, 1.0911, -1.2554, 0.7095, -1.1354, 0.3044, -1.1314, -0.6368, -0.0306, 0.4125, -0.4068, -0.5589, 0.2734, -0.7577, -1.3553, -0.4689, 0.8138, -0.2801, -0.2309, -0.2508, 0.5253, 0.1978, 0.6673, 0.5238, -0.6358, 0.5133, 0.3347, -0.4411, 0.5195, 0.3743, 0.3293, 0.1327, 0.5583, 0.3477, 0.3002, 0.3194, 0.4931, 0.1003, 0.2776, 0.4921, 0.3765, 0.4137, -0.3226, 0.2641, -0.3644, -0.4611, -0.5108, -0.3154, -0.5005, 0.6147, 0.4058, 0.3807, 0.3660, 0.4287, -0.1973, 0.3409, -0.6053, -0.3735, -0.3299, -0.5515, -0.3239, 0.4191, 0.4125, 0.3242, 0.3836, 0.4402, -0.3395, 0.4655, -0.3660, -0.3568, -0.5395, -0.3247, -0.4944, 0.4611, 0.3554, 0.3720, 0.3599, 0.4108, -0.1477, 0.5480, -0.2330, -0.5352, -0.6443, -0.4233, -0.6785, 0.5535, 0.4034, 0.3876, 0.3708, 0.4330, -0.3081, 0.3311, -0.6340, 0.1507, -0.5625, -0.3599, -0.5332, 0.4290, 0.2623, 0.3846, 0.3738, 0.4207, -0.2384, 0.2640, -0.5872, -0.4095, -0.6175, -0.5250, 0.2445, 0.4456, 0.3714, 0.3985, 0.4242, 0.2213],
  "total_charge": 1,
  "e_lumo_ha": -0.131,
  "homo_lumo_gap_ev": 7.064,
  "e_homo_ha": -0.390
}